No. 1
C27H29N5O2 | ωB97M-V/def2-TZVPD

Atoms and positions in Å:
1 C -9.188 1.444 0.785
2 H -8.841 2.119 -0.004
3 O -9.193 0.105 0.356
4 C -8.015 -0.467 -0.020
5 C -6.786 0.174 -0.010
6 C -5.636 -0.504 -0.417
7 C -5.716 -1.826 -0.834
8 C -6.949 -2.457 -0.839
9 C -8.091 -1.797 -0.440
10 H -9.054 -2.280 -0.442
11 H -7.014 -3.484 -1.163
12 H -4.827 -2.344 -1.148
13 N -4.432 0.210 -0.381
14 C -3.175 -0.199 -0.720
15 O -2.897 -1.299 -1.138
16 C -2.128 0.885 -0.476
17 C -0.891 0.650 -1.339
18 C 0.196 1.659 -0.992
19 N 0.553 1.553 0.411
20 C -0.588 1.853 1.251
21 C -1.705 0.845 0.997
22 H -2.550 1.064 1.653
23 H -1.340 -0.157 1.231
24 H -0.966 2.878 1.070
25 H -0.272 1.789 2.296
26 C 1.710 2.372 0.749
27 C 2.938 1.892 0.053
28 C 3.679 0.753 0.334
29 N 4.708 0.718 -0.559
30 N 4.674 1.778 -1.374
31 C 3.616 2.479 -1.029
32 H 3.375 3.384 -1.549
33 C 5.697 -0.264 -0.736
34 C 6.972 0.137 -1.117
35 C 7.958 -0.811 -1.314
36 C 7.679 -2.155 -1.132
37 C 6.402 -2.552 -0.771
38 C 5.403 -1.614 -0.580
39 H 4.405 -1.932 -0.323
40 H 6.176 -3.600 -0.645
41 H 8.452 -2.893 -1.279
42 H 8.949 -0.498 -1.607
43 H 7.165 1.189 -1.260
44 N 3.516 -0.165 1.356
45 C 2.317 -0.687 1.756
46 C 2.545 -1.519 2.814
47 C 3.933 -1.496 3.076
48 C 4.504 -0.657 2.165
49 H 5.527 -0.360 2.039
50 H 4.445 -2.035 3.848
51 H 1.807 -2.086 3.346
52 H 1.415 -0.415 1.246
53 H 1.858 2.295 1.831
54 H 1.545 3.435 0.495
55 H -0.153 2.681 -1.237
56 H 1.088 1.457 -1.589
57 H -0.526 -0.362 -1.157
58 H -1.148 0.733 -2.396
59 H -2.552 1.870 -0.705
60 H -4.523 1.159 -0.043
61 H -6.698 1.202 0.311
62 H -10.223 1.680 1.028
63 H -8.570 1.579 1.679

Forces on the atoms, in the same order (eV/Å):
C 0.012 0.214 0.066
H 0.002 -0.029 0.037
O 0.104 -0.310 -0.115
C 0.084 -0.162 -0.065
C -0.183 0.177 0.087
C -0.202 -0.423 -0.085
C 0.327 -0.016 -0.058
C -0.203 0.196 0.096
C -0.139 0.079 0.048
H -0.125 -0.064 -0.001
H -0.008 -0.093 -0.029
H 0.025 -0.008 -0.006
N -0.278 0.357 0.158
C 0.181 0.564 0.021
O 0.068 -0.272 -0.071
C 0.239 -0.419 -0.024
C -0.093 0.251 -0.002
C -0.026 -0.242 -0.172
N -0.121 0.202 -0.058
C -0.107 -0.192 0.153
C 0.005 0.360 -0.003
H -0.006 -0.038 0.032
H -0.025 -0.060 0.038
H 0.033 -0.020 0.047
H -0.011 0.071 -0.026
C 0.066 -0.132 0.053
C 0.166 -0.262 0.189
C -0.140 0.883 -0.479
N -0.729 0.132 0.430
N 0.401 0.301 -0.633
C 0.047 -0.374 0.328
H -0.045 0.206 -0.142
C 0.612 -0.531 -0.243
C -0.155 0.073 0.105
C 0.004 -0.040 0.003
C 0.055 -0.064 -0.015
C 0.045 -0.013 0.006
C -0.068 0.162 -0.080
H -0.100 -0.006 0.040
H -0.028 -0.083 0.012
H 0.064 -0.064 -0.017
H 0.074 0.036 -0.024
H 0.023 0.077 -0.006
N 0.115 -0.086 0.108
C -0.528 -0.338 0.112
C -0.154 0.026 -0.066
C 0.235 0.047 -0.039
C 0.403 -0.065 0.428
H 0.128 0.061 -0.048
H 0.151 -0.065 0.114
H -0.186 -0.072 0.047
H -0.127 0.073 -0.127
H -0.052 0.098 -0.044
H 0.003 -0.063 0.095
H 0.059 0.012 0.009
H -0.085 0.062 -0.008
H 0.003 -0.009 -0.056
H 0.015 -0.055 -0.028
H -0.015 -0.020 0.026
H 0.147 -0.165 -0.103
H -0.036 0.100 0.036
H 0.090 0.034 -0.004
H -0.012 -0.003 -0.044

## Properties
Energy above the lowest of the compared OMol25 structures with the same formula, charge and spin (kJ/mol): 179.20
Frontier orbital gap (Ha): 0.3223
SMILES: COc1cccc(NC(=O)C2CCN(Cc3cnn(-c4ccccc4)c3-n3cccc3)CC2)c1
E_tot (a.u.): -1470.52792
Lowest unoccupied orbital energy (eV): 0.49

---

No. 2
C27H29N5O5Si | ωB97M-V/def2-TZVPD

Atoms and positions in Å:
1 N -2.543 4.175 -0.962
2 C -2.126 3.134 -0.626
3 C -1.635 1.849 -0.225
4 C -2.106 0.616 -0.664
5 C -1.859 -0.549 0.122
6 N -2.819 -1.618 0.011
7 O -3.432 -1.822 -1.061
8 O -2.986 -2.328 1.035
9 C -0.888 -0.604 1.150
10 C -0.306 0.626 1.446
11 N 0.283 0.992 2.665
12 O 0.827 0.339 3.540
13 O 0.123 2.385 2.795
14 N -0.477 2.945 1.635
15 C -0.699 1.854 0.858
16 H -2.775 0.538 -1.521
17 H -0.900 -1.384 1.908
18 C 0.263 -2.073 5.887
19 Si -0.860 -2.999 4.722
20 C -1.505 -4.582 5.453
21 C -2.227 -1.900 4.123
22 O 0.090 -3.324 3.406
23 C 0.505 -4.224 2.397
24 C 1.417 -5.317 2.998
25 C 1.961 -5.194 4.275
26 C 2.599 -6.294 4.861
27 C 2.763 -7.474 4.142
28 C 2.317 -7.559 2.817
29 C 1.653 -6.475 2.240
30 C -0.724 -4.895 1.769
31 C -1.297 -6.017 2.385
32 C -2.453 -6.591 1.851
33 C -3.081 -6.004 0.747
34 C -2.537 -4.860 0.175
35 C -1.318 -4.352 0.640
36 C 1.381 -3.404 1.422
37 C 2.734 -3.054 2.038
38 C 3.285 -1.942 1.169
39 C 2.047 -1.261 0.599
40 N 0.886 -2.102 0.974
41 H -0.280 -1.791 6.799
42 H 1.130 -2.674 6.184
43 H 0.629 -1.155 5.405
44 H -2.046 -4.367 6.388
45 H -2.199 -5.083 4.765
46 H -0.690 -5.280 5.688
47 H -3.012 -1.827 4.894
48 H -1.847 -0.883 3.933
49 H -2.685 -2.255 3.187
50 H 1.876 -4.249 4.817
51 H 2.960 -6.196 5.885
52 H 3.245 -8.338 4.606
53 H 2.470 -8.465 2.229
54 H 1.282 -6.534 1.213
55 H -0.821 -6.463 3.264
56 H -2.859 -7.496 2.305
57 H -3.997 -6.424 0.335
58 H -3.035 -4.360 -0.651
59 H -0.797 -3.553 0.108
60 H 1.542 -4.037 0.531
61 H 2.538 -2.661 3.047
62 H 3.385 -3.926 2.130
63 H 3.908 -1.249 1.737
64 H 3.883 -2.342 0.350
65 H 1.931 -0.278 1.065
66 H 2.095 -1.098 -0.492
67 H 0.266 -2.187 0.174

Forces on the atoms, in the same order (eV/Å):
N 0.956 -2.333 0.829
C -1.036 2.002 -1.481
C 0.261 -0.804 -0.501
C 0.089 1.103 0.322
C 1.619 0.252 0.596
N -1.290 -2.456 0.428
O 1.226 0.781 1.805
O 0.070 1.892 -2.191
C -2.949 -0.166 0.195
C 0.858 1.824 1.757
N -0.688 -0.256 -0.938
O -0.641 0.943 -0.875
O 0.474 -0.589 -0.899
N 0.557 -2.798 -0.004
C -0.855 1.365 1.520
H -0.041 0.100 0.443
H -0.148 0.357 -0.361
C -0.032 0.132 0.164
Si 0.390 -0.328 -0.482
C -0.234 -0.127 0.285
C -0.450 0.313 0.045
O 0.376 0.176 -0.360
C 0.042 0.004 0.651
C -0.198 -0.066 -0.263
C -0.127 -0.395 -0.052
C -0.020 0.379 -0.205
C 0.021 -0.221 -0.068
C -0.004 0.373 -0.061
C 0.230 -0.069 0.483
C 0.228 0.159 0.113
C -0.385 -0.099 -0.197
C 0.226 0.128 0.120
C 0.100 0.262 0.131
C 0.460 -0.301 -0.235
C -0.131 -0.515 -0.005
C 0.471 -0.579 -0.529
C -0.160 0.054 0.590
C 0.294 -0.088 -0.365
C -0.284 0.425 -0.035
N 0.592 -0.057 -0.873
H 0.140 -0.008 -0.126
H -0.154 0.091 -0.002
H -0.114 -0.271 0.158
H 0.089 -0.107 -0.186
H 0.135 0.141 0.185
H -0.139 0.145 -0.053
H 0.154 0.073 -0.256
H -0.118 -0.234 0.153
H 0.147 0.002 0.491
H -0.137 -0.423 -0.147
H 0.013 -0.159 -0.253
H -0.142 0.297 -0.140
H 0.000 0.218 0.246
H 0.041 -0.064 0.372
H -0.235 0.185 -0.370
H 0.062 0.281 -0.141
H 0.174 0.062 0.160
H 0.054 -0.212 0.014
H -0.567 -0.296 0.140
H 0.085 -0.124 0.188
H 0.070 -0.159 -0.176
H -0.040 0.204 -0.072
H -0.033 -0.074 -0.126
H 0.112 -0.071 0.058
H -0.014 0.054 -0.132
H 0.066 -0.115 0.396
H 0.485 -0.212 0.126

## Properties
Energy above the lowest of the compared OMol25 structures with the same formula, charge and spin (kJ/mol): 0.00
Frontier orbital gap (Ha): 0.2557
SMILES: C[Si](C)(C)OC(c1ccccc1)(c1ccccc1)[C@@H]1CCCN1.N#Cc1cc([N+](=O)[O-])cc2c1no[n+]2[O-]
E_tot (a.u.): -1985.48905
Lowest unoccupied orbital energy (eV): -1.98

---

No. 3
C27H29N7O7P2ReS2Si | ωB97M-V/def2-TZVPD

Atoms and positions in Å:
1 Re -0.384 1.494 -0.170
2 C -0.054 -3.435 -2.652
3 C -1.180 -3.358 -1.633
4 O -2.253 -4.250 -2.019
5 P -1.866 -1.671 -1.557
6 O -3.128 -1.848 -0.635
7 O -2.441 -1.357 -2.961
8 O -0.800 -0.668 -1.139
9 P -0.640 -3.724 0.124
10 O -0.302 -5.248 0.375
11 O -1.740 -3.278 1.017
12 O 0.742 -3.002 0.287
13 H -0.454 -3.213 -3.662
14 H 0.359 -4.456 -2.631
15 H 0.791 -2.777 -2.470
16 H -2.945 -4.219 -1.368
17 H -2.744 -2.215 0.303
18 H -3.410 -1.191 -3.064
19 H -1.091 -5.864 0.315
20 N -3.606 0.141 2.300
21 C -4.415 0.681 1.288
22 C -5.775 0.815 1.147
23 C -6.230 1.490 0.026
24 C -5.374 2.006 -0.934
25 C -3.979 1.874 -0.805
26 C -3.519 1.190 0.327
27 N -2.225 1.066 0.786
28 C -2.302 0.401 1.983
29 C -1.141 0.137 2.741
30 C -1.062 -0.433 3.966
31 S 0.516 -0.284 4.631
32 C 0.994 0.447 3.139
33 N 0.037 0.600 2.200
34 H -3.904 -0.228 3.215
35 H -6.435 0.454 1.944
36 H -7.314 1.449 -0.101
37 H -5.727 2.514 -1.807
38 H -3.248 2.278 -1.533
39 H -1.859 -0.822 4.599
40 H 2.044 0.670 2.967
41 S 5.211 6.132 -2.037
42 N 4.941 4.601 -2.452
43 C 3.843 4.155 -1.782
44 C 3.242 2.857 -1.912
45 C 3.669 1.899 -2.816
46 C 2.949 0.690 -2.854
47 C 1.869 0.483 -2.002
48 N 1.444 1.471 -1.194
49 C 2.048 2.687 -1.211
50 C 1.485 3.665 -0.378
51 N 0.265 3.287 0.236
52 C -0.278 4.159 1.151
53 C 0.249 5.433 1.250
54 C 1.437 5.879 0.616
55 C 2.061 4.932 -0.220
56 C 3.260 5.158 -0.968
57 N 4.005 6.308 -0.984
58 H 4.505 2.068 -3.504
59 H 3.265 -0.125 -3.490
60 H 1.284 -0.441 -2.054
61 H -1.184 3.821 1.689
62 H -0.309 6.160 1.878
63 H 1.797 6.904 0.718
64 C 3.075 -4.611 -0.290
65 Si 2.376 -3.328 0.887
66 C 2.122 -3.915 2.662
67 C 3.197 -1.674 0.769
68 H 4.187 -4.629 -0.182
69 H 2.865 -4.307 -1.305
70 H 2.726 -5.661 -0.135
71 H 1.203 -4.502 2.823
72 H 2.092 -3.058 3.378
73 H 3.006 -4.560 2.929
74 H 4.059 -1.644 1.478
75 H 2.423 -0.882 0.984
76 H 3.674 -1.578 -0.221

Forces on the atoms, in the same order (eV/Å):
Re -0.715 -3.462 -0.688
C -0.108 -0.878 -0.702
C 0.110 -0.182 0.420
O 1.565 0.372 -0.354
P 0.507 0.577 0.980
O 0.904 0.084 1.854
O -1.174 0.509 -0.934
O -0.735 0.109 0.277
P 1.053 0.525 0.007
O -1.080 -1.007 -0.700
O -0.385 0.566 0.201
O -0.223 -0.514 0.057
H 0.207 -0.271 0.535
H -0.237 0.251 -0.250
H -0.194 0.284 0.344
H -0.654 0.145 0.548
H -0.640 0.136 -1.764
H 1.021 -0.302 0.199
H 1.239 0.956 0.158
N 0.798 0.198 0.288
C 1.115 0.002 -0.173
C -0.288 -0.092 0.728
C -1.015 -0.973 0.375
C 1.688 -0.098 -0.175
C -0.265 -0.137 0.139
C -0.752 0.784 -0.014
N 0.139 -1.009 1.691
C -2.170 0.983 -2.298
C 0.751 -0.320 0.436
C -0.213 0.024 1.232
S -0.365 0.257 -1.555
C -0.678 -0.057 -1.197
N 1.794 -0.372 2.273
H 0.122 0.284 -0.966
H 0.057 0.089 -0.591
H 0.353 0.605 -0.190
H -0.439 0.167 -0.261
H -0.690 -0.200 0.447
H 0.208 0.079 -0.369
H -0.265 0.172 -0.057
S -1.101 -1.110 0.790
N -0.778 -0.735 0.315
C 1.240 1.594 -0.750
C 0.117 0.765 -0.841
C -0.413 -1.210 -0.181
C 0.454 0.266 0.444
C 0.383 0.265 -0.602
N -1.234 0.113 -0.347
C 0.941 -1.616 0.085
C -1.823 0.589 0.930
N 1.807 1.713 0.949
C 0.268 -0.369 -1.350
C 0.219 1.658 0.865
C -1.219 -1.279 -0.188
C -0.571 0.567 0.811
C 2.418 1.325 -0.511
N -1.229 -0.626 -0.019
H -0.272 0.038 0.522
H -0.073 0.119 -0.151
H 0.225 0.475 0.366
H 0.669 0.335 -0.473
H 0.549 -0.665 -0.379
H -0.049 -0.452 -0.016
C 0.682 -0.463 0.880
Si -1.341 -0.872 0.111
C 0.717 0.031 0.263
C 0.304 0.222 0.235
H -0.696 0.000 -0.081
H -0.084 0.035 -0.422
H 0.095 0.936 -0.042
H 0.393 0.133 -0.246
H 0.100 -0.554 -0.491
H -0.845 0.574 -0.064
H -0.777 0.193 -0.237
H 1.047 -0.608 -0.315
H -0.471 0.327 0.190

## Properties
Energy above the lowest of the compared OMol25 structures with the same formula, charge and spin (kJ/mol): 0.00
Frontier orbital gap (spin up / spin down) (Ha): 0.2690 / 0.2188
E_tot (a.u.): -3802.96403
Net charge: +2
Spin multiplicity: 4
Lowest unoccupied orbital energy (spin up / spin down) (eV): -5.84 / -5.97